The molecule C5H5ClF2. Source: OMol25; level of theory: ωB97M-V/def2-TZVPD.

For the HOMO-LUMO gap, the calculation gives 11.6864 eV. For the energy above the lowest of the compared OMol25 structures with the same formula, charge and spin, the calculation gives 1.2022 eV. The calculation puts the LUMO energy at 0.9 eV.

Cartesian coordinates (Å):
F: 1.689 -1.513 0.821
C: 0.832 -0.920 -0.153
C: 1.225 0.563 -0.308
C: 0.193 1.327 -0.130
C: -1.099 0.561 -0.050
F: -2.256 1.000 0.714
C: -0.582 -0.724 0.522
Cl: -1.618 -1.987 -0.156
H: 0.838 -1.530 -1.142
H: 2.289 0.957 -0.495
H: 0.364 2.504 -0.137
H: -1.466 0.593 -1.075
H: -0.410 -0.832 1.588

***

A structure of composition C8H10Cl2N2O2. Source: OMol25; level of theory: ωB97M-V/def2-TZVPD.

For the HOMO-LUMO gap (alpha / beta), the calculation gives 7.8846 / 7.8840 eV. For the energy above the lowest of the compared OMol25 structures with the same formula, charge and spin, the calculation gives 0.0000 eV. The calculation puts the LUMO energy (alpha / beta) at -0.2 / -0.2 eV.

Cartesian coordinates (Å):
C: 1.183 -0.007 -0.709
C: -0.870 0.754 0.333
C: -2.663 -1.150 0.848
C: -0.051 0.830 -1.028
C: -1.683 -0.399 0.019
C: -3.688 -0.247 0.253
C: 0.231 2.217 -1.560
C: 1.874 -1.873 0.570
N: -0.859 0.005 -1.948
N: -1.653 -0.694 -1.301
O: 2.343 0.389 -0.800
O: 0.927 -1.161 -0.214
Cl: -3.966 1.311 1.081
Cl: -4.741 -0.550 -1.037
H: -0.239 0.777 1.244
H: -1.514 1.651 0.406
H: -2.897 -2.162 0.551
H: -2.271 -1.094 1.919
H: 1.438 2.368 -1.431
H: -0.422 2.941 -1.208
H: 0.205 2.215 -2.579
H: 1.642 -1.535 1.628
H: 2.870 -1.534 0.236
H: 1.792 -2.975 0.677

***

A structure of composition C46H44AsGaN5OP. Source: OMol25; level of theory: ωB97M-V/def2-TZVPD.

For the HOMO-LUMO gap, the calculation gives 7.4939 eV. As for the charge: +2. The calculation puts the LUMO energy at -4.5 eV.

Cartesian coordinates (Å):
Ga: -0.252 1.131 -0.267
C: 4.338 4.525 -4.193
C: 3.567 3.767 -3.165
C: 3.856 3.887 -1.808
C: 3.183 3.137 -0.872
C: 2.205 2.207 -1.240
N: 1.629 1.366 -0.269
C: 2.517 0.825 0.666
C: 3.861 0.636 0.300
C: 4.820 0.178 1.167
C: 4.488 -0.143 2.480
C: 5.517 -0.635 3.444
C: 3.160 -0.042 2.838
C: 2.163 0.393 1.959
N: 0.834 0.381 2.438
C: 0.370 -0.204 3.559
C: -0.976 0.087 3.669
C: -1.263 0.858 2.556
N: -0.162 1.028 1.820
C: 1.858 2.147 -2.596
C: 2.536 2.921 -3.536
N: 0.854 1.272 -3.046
C: 0.811 0.634 -4.224
C: -0.408 -0.010 -4.308
C: -1.060 0.299 -3.125
N: -0.284 1.077 -2.361
H: 5.258 4.916 -3.771
H: 3.750 5.361 -4.569
H: 4.585 3.881 -5.034
H: 4.633 4.562 -1.486
H: 3.436 3.230 0.173
H: 4.154 0.879 -0.708
H: 5.837 0.074 0.822
H: 6.519 -0.351 3.137
H: 5.473 -1.721 3.498
H: 5.340 -0.247 4.442
H: 2.891 -0.281 3.852
H: 0.966 -0.801 4.218
H: -1.646 -0.216 4.449
H: -2.195 1.299 2.255
H: 2.258 2.853 -4.576
H: 1.627 0.649 -4.919
H: -0.774 -0.617 -5.110
H: -2.037 -0.004 -2.800
O: -1.057 -0.543 -0.293
As: -0.947 -2.174 0.140
C: -2.192 -2.520 1.577
C: -2.094 -3.698 2.311
C: -2.978 -3.929 3.351
C: -3.966 -3.000 3.644
C: -4.088 -1.847 2.884
C: -3.203 -1.608 1.846
C: -1.445 -3.238 -1.399
C: -0.768 -3.107 -2.606
C: -1.096 -3.926 -3.673
C: -2.102 -4.871 -3.540
C: -2.790 -4.990 -2.343
C: -2.459 -4.182 -1.267
C: 0.909 -2.494 0.588
C: 1.307 -3.063 1.791
C: 2.651 -3.318 2.015
C: 3.594 -2.995 1.052
C: 3.198 -2.384 -0.128
C: 1.858 -2.142 -0.364
H: -1.347 -4.442 2.051
H: -2.902 -4.837 3.929
H: -4.652 -3.187 4.456
H: -4.872 -1.137 3.103
H: -3.289 -0.716 1.234
H: 0.016 -2.366 -2.712
H: -0.563 -3.836 -4.609
H: -2.350 -5.516 -4.370
H: -3.584 -5.714 -2.245
H: -2.978 -4.291 -0.320
H: 0.568 -3.296 2.549
H: 2.959 -3.781 2.943
H: 4.641 -3.201 1.224
H: 3.931 -2.097 -0.867
H: 1.551 -1.655 -1.286
C: -1.780 4.159 -1.447
P: -1.772 3.039 -0.005
C: -1.461 4.164 1.394
C: -3.442 2.361 0.194
C: -4.222 2.537 1.333
C: -5.419 1.851 1.454
C: -5.837 0.984 0.457
C: -5.062 0.807 -0.679
C: -3.870 1.494 -0.808
H: -2.487 4.970 -1.270
H: -2.059 3.624 -2.354
H: -0.776 4.571 -1.570
H: -2.295 4.861 1.486
H: -0.552 4.729 1.189
H: -1.331 3.615 2.325
H: -3.909 3.205 2.123
H: -6.025 1.988 2.336
H: -6.764 0.443 0.566
H: -5.382 0.128 -1.454
H: -3.252 1.377 -1.689

***

The ion C4H9NO3 with charge +1. Source: OMol25; level of theory: ωB97M-V/def2-TZVPD.

For the HOMO-LUMO gap (alpha / beta), the calculation gives 11.7918 / 7.3296 eV. As for the charge: +1. Its spin multiplicity is 2. For the energy above the lowest of the compared OMol25 structures with the same formula, charge and spin, the calculation gives 0.8842 eV. The calculation puts the LUMO energy (alpha / beta) at -3.3 / -7.9 eV.

Cartesian coordinates (Å):
C: 1.127 -1.351 1.530
N: 0.792 -0.746 0.257
C: -0.341 -0.010 -0.143
C: -0.255 1.561 -0.171
O: 0.460 1.949 0.988
C: -0.779 -0.481 -1.568
O: -2.094 -0.063 -1.513
O: -0.376 -1.180 -2.429
H: 0.990 -0.542 2.277
H: 2.057 -1.884 1.367
H: 0.371 -2.120 1.800
H: 1.522 -1.038 -0.378
H: -1.221 -0.197 0.520
H: -1.221 2.000 0.028
H: 0.083 2.196 -1.014
H: 1.405 2.057 0.830
H: -2.519 -0.150 -2.382

***

Short version: max |F| = 0.10023 0.10543 0.02162 0.07433 Eh/bohr, in the order given.